{"formula": "C19H44AsN4Si2V", "method": "wB97M-V/def2-TZVPD", "e_lumo_ev": [-6.70, -5.84], "charge": 2, "homo_ev": [-14.48, -14.43], "relative_energy_kj_mol": 0.0, "orbital_gap_ev": [7.8, 8.6], "multiplicity": 3, "species": ["V", "N", "C", "C", "N", "C", "C", "N", "H", "H", "H", "H", "H", "H", "H", "H", "H", "H", "H", "H", "H", "C", "Si", "C", "C", "C", "C", "C", "C", "C", "C", "N", "Si", "C", "C", "C", "H", "H", "H", "H", "H", "H", "H", "H", "H", "H", "H", "H", "H", "H", "H", "H", "H", "H", "H", "H", "H", "H", "C", "As", "C", "C", "H", "H", "H", "H", "H", "H", "H", "H", "H"], "coordinates": [[0.174, -0.036, 0.754], [-0.074, 2.157, 1.078], [-0.102, 2.669, 2.476], [-0.452, 1.503, 3.369], [0.397, 0.356, 2.940], [1.839, 0.514, 3.318], [2.703, 0.988, 2.152], [2.370, 0.211, 0.924], [-0.992, 2.304, 0.668], [0.546, 2.714, 0.501], [0.879, 3.060, 2.734], [-0.811, 3.480, 2.594], [-0.296, 1.748, 4.416], [-1.493, 1.220, 3.237], [0.037, -0.479, 3.389], [1.939, 1.210, 4.151], [2.205, -0.446, 3.666], [2.543, 2.039, 1.936], [3.748, 0.877, 2.421], [2.750, 0.671, 0.103], [2.845, -0.682, 0.964], [1.702, -1.150, -2.602], [-0.137, -0.964, -2.380], [-0.959, -2.463, -1.597], [-0.988, -0.868, -4.024], [-0.432, 0.550, -1.223], [-1.831, 0.416, -0.697], [-3.063, 0.746, -1.270], [-4.229, 0.465, -0.582], [-4.177, -0.132, 0.681], [-2.949, -0.411, 1.217], [-1.806, -0.137, 0.549], [-0.001, 2.200, -2.083], [-0.182, 2.308, -3.918], [1.809, 2.514, -1.727], [-1.053, 3.591, -1.384], [1.974, -2.189, -2.833], [2.272, -0.832, -1.721], [2.036, -0.537, -3.451], [-0.390, -3.382, -1.780], [-1.939, -2.593, -2.071], [-1.144, -2.374, -0.524], [-1.100, -1.900, -4.381], [-0.448, -0.311, -4.788], [-1.996, -0.449, -3.931], [-3.087, 1.206, -2.252], [-5.191, 0.701, -1.025], [-5.079, -0.368, 1.232], [-2.854, -0.871, 2.192], [0.570, 1.715, -4.449], [-0.018, 3.361, -4.186], [-1.173, 2.024, -4.283], [2.421, 1.834, -2.337], [2.110, 2.383, -0.678], [2.085, 3.538, -2.015], [-1.942, 3.263, -0.833], [-1.423, 4.190, -2.222], [-0.483, 4.274, -0.743], [-0.720, -3.911, 1.610], [0.661, -2.584, 1.329], [1.668, -2.924, 2.964], [1.850, -3.476, 0.073], [-0.252, -4.890, 1.568], [-1.504, -3.854, 0.862], [-1.151, -3.768, 2.598], [1.742, -4.004, 3.055], [1.158, -2.542, 3.846], [2.674, -2.514, 2.914], [2.423, -4.219, 0.620], [2.529, -2.775, -0.407], [1.262, -3.968, -0.698]], "forces_ev_per_angstrom": [[1.305, 0.972, -0.089], [-0.222, -0.085, 0.341], [0.119, -0.215, -0.173], [0.233, -0.157, -0.234], [0.057, 0.016, 0.111], [-0.197, 0.101, -0.226], [-0.299, -0.209, -0.128], [-0.065, 0.120, 0.141], [-0.001, 0.081, -0.001], [0.065, 0.050, 0.056], [0.056, 0.054, -0.021], [-0.118, 0.130, -0.011], [0.034, -0.006, 0.156], [-0.106, -0.070, -0.034], [0.063, 0.003, 0.222], [-0.013, 0.018, 0.056], [-0.007, -0.118, 0.027], [-0.047, 0.095, -0.062], [0.203, -0.003, 0.030], [0.068, 0.098, -0.040], [0.146, -0.185, -0.002], [0.348, -0.107, -0.188], [-0.131, 0.140, 0.256], [-0.027, -0.224, 0.143], [-0.122, 0.036, -0.273], [-0.595, -0.358, 0.114], [0.046, -0.188, 0.166], [0.126, 0.037, -0.079], [-0.056, 0.012, -0.019], [-0.238, 0.083, -0.153], [0.498, 0.056, -0.223], [-1.419, -0.005, -0.127], [0.067, -0.212, 0.308], [0.007, -0.091, -0.390], [0.402, 0.137, -0.019], [-0.184, 0.260, 0.113], [-0.020, 0.231, 0.019], [-0.003, -0.070, -0.105], [-0.008, -0.097, 0.199], [-0.193, 0.172, -0.039], [0.089, 0.008, 0.093], [-0.037, -0.049, -0.227], [0.002, 0.155, 0.013], [-0.054, 0.006, 0.033], [0.091, -0.073, -0.056], [-0.029, -0.042, 0.075], [0.102, -0.016, 0.032], [0.065, 0.020, -0.062], [0.073, -0.014, 0.055], [-0.136, 0.071, 0.003], [-0.012, -0.176, 0.003], [0.116, 0.052, 0.011], [-0.060, 0.122, 0.158], [-0.017, 0.115, -0.194], [-0.018, -0.220, 0.038], [0.048, 0.082, -0.062], [0.030, -0.016, 0.104], [-0.119, -0.057, -0.089], [-0.076, 0.045, -0.013], [0.082, -0.406, 0.111], [-0.001, 0.086, -0.032], [-0.041, 0.025, -0.068], [0.017, -0.104, 0.017], [-0.010, -0.007, -0.019], [-0.047, 0.007, 0.083], [0.041, -0.097, 0.055], [-0.027, 0.020, 0.039], [0.038, 0.017, -0.014], [0.044, -0.086, 0.026], [0.029, 0.011, 0.017], [0.045, 0.016, 0.047]], "mulliken_charge": [-0.703, -0.225, -0.844, -0.795, -0.390, -0.570, -0.836, -0.329, 0.178, -0.035, 0.344, 0.518, 0.521, 0.391, 0.338, 0.464, 0.361, 0.266, 0.557, 0.230, 0.372, -0.926, 0.242, -0.321, -1.211, 2.965, -1.522, -0.952, -0.674, -1.260, -0.360, 0.908, 0.014, -1.284, -0.957, -1.209, 0.439, 0.118, 0.359, 0.495, 0.515, -0.802, 0.455, 0.407, 0.313, 0.589, 0.526, 0.497, 0.585, 0.296, 0.419, 0.402, 0.280, 0.189, 0.488, 0.416, 0.459, 0.361, -1.269, 0.965, -1.392, -1.259, 0.454, 0.389, 0.441, 0.503, 0.440, 0.447, 0.522, 0.344, 0.347]}